{
  "formula": "C3H4HgLiO4",
  "method": "ωB97M-V/def2-TZVPD",
  "elements": ["O", "O", "C", "C", "O", "C", "H", "H", "H", "H", "O", "Hg", "Li"],
  "coordinates": [[2.0131, -0.6758, -0.6039], [0.4826, 0.9974, 0.9158], [-0.8302, 1.2415, 0.5246], [-1.2886, 0.0680, -0.3491], [-0.1406, -0.3835, -1.0728], [0.7876, -0.9937, -0.2863], [-1.5115, 1.3104, 1.3942], [-0.9523, 2.1820, -0.0464], [-2.0600, 0.3530, -1.0746], [-1.6453, -0.7589, 0.2821], [0.5419, -2.0776, 0.2914], [2.0814, 1.2902, -0.1057], [2.5217, -2.5531, 0.1307]],
  "s2": 0.7533,
  "e_above_lowest_kcal_mol": 0.0,
  "gap_ev": [5.85, 7.49],
  "homo_energy_ev": [-6.78, -8.50],
  "spin_multiplicity": 2,
  "largest_force_ev_per_a": 7.307
}

{
  "formula": "C3H4HgMgO4",
  "method": "ωB97M-V/def2-TZVPD",
  "elements": ["O", "C", "C", "O", "O", "C", "H", "H", "H", "H", "O", "Mg", "Hg"],
  "coordinates": [[-0.1304, -0.2286, 1.1167], [-0.1831, 1.0324, 0.7949], [-1.1503, -0.9774, 0.2989], [0.8318, 1.7124, 0.6377], [-1.3198, 1.3530, 0.2327], [-1.9715, 0.1761, -0.2948], [-1.6997, -1.5758, 1.0335], [-0.7783, -1.6728, -0.4581], [-3.0105, 0.1864, 0.0452], [-1.9188, 0.2281, -1.3872], [3.4596, 0.0853, -0.8442], [2.7053, 1.3968, 0.1581], [5.1658, -1.7159, -1.3332]],
  "s2": 0.7709,
  "charge": 1,
  "e_above_lowest_kcal_mol": 0.0,
  "gap_ev": [7.49, 6.59],
  "homo_energy_ev": [-12.02, -12.08],
  "spin_multiplicity": 2,
  "largest_force_ev_per_a": 3.459
}

{
  "formula": "C3H4HoLiO4",
  "method": "ωB97M-V/def2-TZVPD",
  "elements": ["O", "C", "C", "O", "O", "C", "Ho", "H", "H", "Li", "O", "H", "H"],
  "coordinates": [[0.3940, 0.3340, 0.5994], [1.5986, -0.1097, 0.0419], [-0.7645, 0.3059, -0.0024], [2.2758, 0.8342, -0.3767], [1.7322, -1.3122, -0.1597], [-1.9786, -0.0588, 0.6540], [4.0428, 2.4548, -0.3573], [-2.6513, 0.7979, 0.7616], [-1.7510, -0.4203, 1.6646], [1.8247, -2.9289, 0.7806], [-0.9361, -0.0439, -1.2708], [-1.4397, 0.6493, -1.7667], [-2.3471, -0.5022, -0.5686]],
  "s2": 6.0038,
  "charge": 4,
  "e_above_lowest_kcal_mol": 40.3,
  "gap_ev": [4.82, 3.97],
  "homo_energy_ev": [-24.62, -24.62],
  "spin_multiplicity": 5,
  "largest_force_ev_per_a": 7.554
}

{
  "formula": "C3H4HoO4",
  "method": "ωB97M-V/def2-TZVPD",
  "elements": ["C", "C", "O", "C", "O", "O", "O", "Ho", "H", "H", "H", "H"],
  "coordinates": [[0.5984, 1.7343, 0.1888], [0.3664, 0.2533, 0.0276], [-1.0160, 0.0292, -0.1652], [-1.4282, -1.2453, -0.3410], [-2.6544, -1.4004, -0.5538], [-0.6011, -2.1826, -0.3026], [1.6939, 2.1963, 0.4144], [-2.6378, -4.0462, -0.7591], [-0.2864, 2.3890, 0.0300], [0.7365, -0.2687, 0.9231], [0.9506, -0.1034, -0.8354], [4.2783, 2.6444, 1.3732]],
  "s2": 8.7522,
  "e_above_lowest_kcal_mol": 0.3,
  "gap_ev": [6.15, 8.09],
  "homo_energy_ev": [-6.18, -8.75],
  "spin_multiplicity": 6,
  "largest_force_ev_per_a": 1.891
}

{
  "formula": "C3H4I2",
  "method": "ωB97M-V/def2-TZVPD",
  "elements": ["C", "C", "C", "I", "I", "H", "H", "H", "H"],
  "coordinates": [[0.2623, 0.0874, 0.7888], [0.3225, 0.2266, -0.7707], [1.4319, 0.5692, 0.0459], [2.3404, 2.3724, 0.0676], [3.3812, -1.6479, -0.2375], [-0.2542, 0.8714, 1.4086], [0.2650, -0.9448, 1.1468], [0.2042, -0.6822, -1.3478], [-0.4197, 0.9339, -0.9878]],
  "e_above_lowest_kcal_mol": 48.0,
  "gap_ev": [7.58, 6.66],
  "homo_energy_ev": [-9.26, -8.90],
  "largest_force_ev_per_a": 2.356
}

{
  "formula": "C3H4IN2OP",
  "method": "ωB97M-V/def2-TZVPD",
  "elements": ["C", "C", "C", "N", "N", "O", "P", "I", "H", "H", "H", "H"],
  "coordinates": [[-1.3313, -0.5622, -1.5117], [0.0137, -1.0668, -1.4755], [-1.8039, -0.5502, -0.1921], [0.5175, -1.4235, -0.3234], [0.1774, 0.3452, 2.1411], [1.7503, -1.7120, -0.0823], [-0.7844, -1.4211, 0.9139], [-3.8241, 0.2636, 0.1564], [-1.8198, -0.2092, -2.4638], [0.6772, -1.2252, -2.3532], [1.1896, 0.0669, 2.1518], [-0.2386, 0.3875, 3.1351]],
  "e_above_lowest_kcal_mol": 49.8,
  "gap_ev": [6.55, 7.03],
  "homo_energy_ev": [-8.30, -8.72],
  "largest_force_ev_per_a": 3.885
}